[1]
The following is a quantum chemistry calculation of the ion C6H4BrN2 with charge +1, from OMol25.

- Spin multiplicity: 3
- HOMO level (alpha / beta): -11.336 / -14.752 eV
- ΔE to the lowest compared entry with this formula, charge and spin: 0.0 kJ/mol
- Total charge: +1
- HOMO-LUMO gap (alpha / beta): 0.256 / 0.223 Eh

Structure (XYZ):
```
13
Properties=species:S:1:pos:R:3:lowdin_charge:R:1
C 1.63705 0.16229 0.11015 0.061
C 1.23271 -1.18454 -0.09294 -0.016
C 0.68200 1.13399 0.03067 0.046
C -0.11286 -1.54907 -0.01197 -0.049
C -0.68399 0.82612 -0.04765 -0.238
C -1.12754 -0.54799 -0.03542 -0.613
N -2.45131 2.46160 -0.05691 0.328
N -1.67113 1.68343 0.03331 -0.023
Br -2.88437 -1.01047 0.01752 1.044
H 2.61604 0.52906 0.18164 0.128
H 1.89094 -1.92593 -0.15748 0.073
H 1.09550 2.07544 0.09899 0.115
H -0.22305 -2.65393 -0.06992 0.145
```

[2]
The following is a quantum chemistry calculation of a cluster of 2 separate species, C18H37N2O5PS in total, from OMol25.

- HOMO level: -0.011 eV
- Total charge: -2
- HOMO-LUMO gap: 0.152 Eh

Structure (XYZ):
```
64
Properties=species:S:1:pos:R:3:lowdin_charge:R:1
C 4.22536 2.45384 1.14628 -0.120
C 2.98120 1.79814 1.92124 -0.447
C 2.51552 2.81096 3.06156 -0.136
C 3.33584 0.40786 2.58787 -0.334
P 2.02182 -0.97365 2.27068 0.527
C 0.66473 -2.32570 2.12229 -0.343
C -0.76377 -1.76848 1.72081 -0.257
C -1.68721 -1.45149 2.98544 -0.181
C -3.22980 -1.56562 2.63356 -0.153
N -3.80308 -0.32601 2.07011 -0.133
C -3.59139 1.00605 2.40232 -0.106
C -4.38305 1.87130 1.54087 -0.111
C -5.12232 0.97325 0.58100 -0.096
C -4.70755 -0.36123 1.01872 -0.128
C 2.91821 -1.51806 0.62549 -0.372
S 1.90744 -1.51653 -0.89193 0.635
O 0.94544 -0.40413 -0.99135 -0.436
O 1.27609 -2.83175 -1.16810 -0.442
C 3.13644 -2.26837 3.21392 -0.748
O 4.03211 -1.89555 4.03065 -0.171
O 2.98441 -3.58157 3.04686 -0.237
H 4.13768 3.58167 1.22322 0.052
H 5.20978 2.12399 1.59109 0.065
H 4.16240 2.16104 0.05709 0.060
H 2.14551 1.76678 1.17223 0.099
H 2.03681 3.74036 2.62312 0.059
H 3.35542 3.10761 3.74584 0.066
H 1.74244 2.29780 3.70834 0.069
H 4.38507 0.11319 2.32048 0.065
H 3.34236 0.58218 3.70413 0.067
H 1.13036 -0.04927 1.60618 -0.015
H 1.40644 -0.58457 3.54925 -0.005
H 0.55209 -2.76373 3.15901 0.068
H 0.91888 -3.17035 1.43374 0.061
H -1.28189 -2.59102 1.13139 0.096
H -0.74785 -0.87224 1.04543 0.079
H -1.40848 -2.16176 3.80606 0.101
H -1.45306 -0.41700 3.35922 0.093
H -3.83246 -1.87584 3.53980 0.115
H -3.32936 -2.35452 1.84282 0.109
H -2.91889 1.38546 3.19791 0.109
H -4.44065 2.98433 1.57869 0.071
H -5.80318 1.26637 -0.24243 0.066
H -5.07465 -1.31402 0.56290 0.107
H 3.35913 -2.55861 0.70146 0.077
H 3.80397 -0.84630 0.40068 0.060
H 2.80753 -1.33802 -1.95213 0.036
C -0.18530 -0.53253 -5.74722 -0.071
C -1.32273 0.41644 -6.11226 -0.439
C -1.35822 1.69251 -5.25012 -0.226
O -1.89165 1.50508 -3.95386 -0.198
C -0.95609 1.01501 -2.99409 -0.097
N -2.59307 -0.31604 -6.04755 0.030
H -0.37047 -1.07071 -4.81708 0.072
H -0.05281 -1.28388 -6.53003 0.070
H 0.75823 0.00932 -5.64532 0.078
H -1.16147 0.72901 -7.15043 0.126
H -2.02674 2.40948 -5.74032 0.112
H -0.37185 2.17185 -5.19976 0.116
H 0.04815 1.41179 -3.16248 0.088
H -0.93900 -0.07478 -3.00214 0.072
H -1.28948 1.32946 -2.00533 0.093
H -3.33823 0.29513 -6.37446 0.063
H -2.81112 -0.45399 -5.06139 0.072
```